15
Properties=species:S:1:pos:R:3:forces:R:3 method="wB97M-V/def2-TZVPD" e_lumo_ev=0.831 energy_ev=-9408.00327 orbital_gap_ha=0.3523 e_homo_ha=-0.322
C 0.853 1.553 0.149 -0.06 -0.06 -0.01
C 0.948 0.063 0.354 -0.19 -0.05 0.11
O 2.265 -0.313 0.274 0.23 -0.13 0.20
C 0.053 -0.896 0.670 0.29 -0.01 -0.21
C -1.312 -1.108 0.058 -0.10 0.08 -0.11
C -1.570 0.076 -0.831 -0.07 0.06 -0.26
O -1.452 0.082 -2.033 -0.18 -0.01 0.53
H 1.723 1.959 0.680 -0.16 0.00 -0.10
H 0.952 1.859 -0.899 -0.05 -0.19 0.13
H -0.043 2.005 0.579 0.13 -0.20 -0.10
H 2.238 -1.224 -0.049 0.32 0.17 0.27
H 0.488 -1.784 1.129 0.02 -0.07 -0.35
H -1.219 -2.006 -0.570 -0.17 0.21 0.07
H -2.144 -1.272 0.755 0.21 0.18 0.07
H -1.781 1.005 -0.265 -0.23 0.02 -0.25

=====

11
Properties=species:S:1:pos:R:3:forces:R:3 method="wB97M-V/def2-TZVPD" e_lumo_ev="-5.376 / -9.107" energy_ev=-5714.83660 orbital_gap_ha="0.3704 / 0.2324" total_charge=+1 spin_multiplicity=2 e_homo_ha="-0.568 / -0.567"
N -1.845 0.180 -0.807 1.10 0.26 -1.75
H -2.099 0.988 -1.394 -0.42 0.18 0.75
H -2.315 -0.552 -1.363 0.09 -0.04 0.74
H -0.874 0.110 -1.184 -0.51 -0.34 0.39
C 1.634 0.393 0.220 0.76 -0.01 -0.01
C 0.990 -0.681 0.812 -2.19 0.56 0.76
O 0.038 -0.479 1.708 0.65 -1.27 -1.64
H 2.542 0.100 -0.301 -0.10 0.60 -0.30
H 1.348 1.420 0.432 0.15 -0.08 -0.19
H 1.184 -1.689 0.459 0.32 -0.29 0.92
H -0.603 0.211 1.418 0.16 0.43 0.31

=====

60
Properties=species:S:1:pos:R:3:forces:R:3 method="wB97M-V/def2-TZVPD" e_lumo_ev=0.633 energy_ev=-36987.56636 orbital_gap_ha=0.3252 smiles="COc1cccc(CN2CCNC(=O)[C@@H]2CC(=O)N(C)C2CCOCC2)c1OC" e_homo_ha=-0.302
C 0.594 -2.316 5.612 0.14 0.05 0.21
O -0.237 -2.502 4.494 -0.18 0.08 -0.52
C 0.175 -2.013 3.279 -0.15 -0.10 0.08
C 1.329 -1.259 3.111 0.00 -0.05 0.15
C 1.680 -0.775 1.863 0.00 0.04 -0.01
C 0.867 -1.017 0.775 0.09 -0.04 0.10
C -0.303 -1.753 0.915 -0.09 -0.15 0.17
C -1.204 -1.950 -0.283 -0.01 -0.20 -0.09
N -2.264 -0.960 -0.435 -0.06 0.04 0.10
C -3.352 -1.033 0.509 -0.33 0.07 0.32
C -3.223 0.017 1.619 0.13 -0.54 -0.08
N -3.247 1.308 0.976 -0.27 0.22 0.26
C -2.691 1.505 -0.232 0.01 0.12 0.15
O -2.825 2.553 -0.840 -0.06 0.17 -0.20
C -1.773 0.383 -0.710 0.09 -0.01 -0.54
C -1.468 0.526 -2.221 0.12 0.06 -0.01
C 0.027 0.527 -2.464 -0.32 0.12 -0.04
O 0.627 -0.524 -2.642 0.08 -0.47 -0.04
N 0.679 1.712 -2.409 0.32 0.03 0.00
C 0.026 2.996 -2.278 -0.24 0.15 -0.03
C 2.120 1.703 -2.621 0.26 -0.05 0.02
C 2.566 2.603 -3.775 0.24 -0.23 0.17
C 4.084 2.477 -3.929 -0.23 0.10 -0.25
O 4.761 2.829 -2.745 0.10 0.15 0.01
C 4.397 2.001 -1.666 -0.14 -0.02 0.34
C 2.900 2.090 -1.360 0.20 -0.12 -0.35
C -0.641 -2.285 2.164 0.14 -0.05 -0.06
O -1.794 -3.029 2.223 0.22 0.55 0.03
C -1.840 -4.161 3.066 -0.19 -0.41 0.27
H 0.091 -2.821 6.435 0.08 0.05 -0.02
H 0.710 -1.256 5.858 0.02 -0.05 -0.02
H 1.581 -2.767 5.462 -0.03 0.03 0.00
H 1.964 -1.045 3.954 0.03 -0.01 0.11
H 2.593 -0.209 1.752 0.08 0.05 -0.01
H 1.153 -0.674 -0.208 0.01 0.05 -0.17
H -0.595 -1.906 -1.189 0.00 -0.10 0.06
H -1.687 -2.927 -0.227 0.09 0.03 -0.08
H -4.288 -0.836 -0.032 -0.02 -0.04 0.19
H -3.391 -2.032 0.935 -0.03 0.04 -0.07
H -2.280 -0.126 2.159 -0.14 -0.04 0.06
H -4.049 -0.055 2.327 0.03 0.03 -0.03
H -3.843 2.041 1.329 0.11 0.00 -0.12
H -0.846 0.570 -0.136 -0.13 0.05 -0.04
H -1.952 1.419 -2.610 0.02 0.00 0.03
H -1.881 -0.348 -2.725 0.10 0.08 0.05
H -0.290 3.377 -3.254 -0.01 0.10 0.05
H -0.845 2.941 -1.630 0.04 0.04 -0.07
H 0.724 3.707 -1.840 0.01 0.03 0.00
H 2.366 0.664 -2.872 0.00 0.26 0.05
H 2.076 2.304 -4.703 -0.05 0.01 -0.06
H 2.321 3.644 -3.565 -0.03 0.07 -0.05
H 4.456 3.160 -4.696 -0.04 -0.13 -0.01
H 4.341 1.445 -4.214 0.01 0.07 -0.01
H 4.990 2.343 -0.815 -0.04 -0.12 -0.04
H 4.662 0.955 -1.889 0.02 0.06 0.03
H 2.649 1.420 -0.537 -0.04 -0.04 0.06
H 2.662 3.113 -1.062 -0.02 0.04 0.07
H -2.059 -3.887 4.100 0.03 -0.07 -0.15
H -0.903 -4.723 3.032 -0.01 0.03 0.00
H -2.647 -4.782 2.675 0.07 -0.01 0.02

=====

171
Properties=species:S:1:pos:R:3:forces:R:3 method="wB97M-V/def2-TZVPD" e_lumo_ev=1.572 energy_ev=-121100.08956 orbital_gap_ha=0.2521 total_charge=-1 e_homo_ha=-0.194
C 0.876 7.373 1.934 0.20 0.63 0.07
C 1.535 7.810 0.528 -0.07 -0.89 0.39
C 1.131 6.857 -0.699 -1.35 0.66 0.63
C 2.011 5.505 -0.822 1.74 0.54 -1.15
C 3.129 5.969 -1.924 0.89 -0.52 -0.44
C 2.786 5.513 -3.418 0.29 1.42 -0.26
C 1.485 6.255 -4.042 -0.08 -1.69 0.30
N 1.736 7.680 -4.381 -0.31 -0.67 -0.16
C 0.507 8.391 -4.825 0.23 0.91 0.54
C -0.455 8.678 -3.574 -2.43 0.23 2.29
C -1.764 7.832 -3.400 1.31 2.89 2.69
C -2.674 8.057 -2.172 2.21 1.57 -0.13
C -2.373 9.111 -1.052 2.71 -0.39 -3.65
C -1.104 9.988 -1.244 -1.48 -3.09 -2.16
C -0.179 9.755 -2.494 -2.14 -0.92 0.83
O 0.969 10.629 -2.568 -2.20 -0.64 -0.14
C 2.874 4.999 0.452 0.48 -1.95 1.30
O 2.286 3.740 0.931 0.69 1.72 -0.64
P 1.210 2.962 -0.238 0.02 -0.48 1.71
C 0.126 1.847 -1.332 -0.08 -1.11 -1.95
C 0.401 0.251 -1.113 -0.81 -0.09 -0.60
C -0.609 -0.365 -0.032 1.36 0.37 0.17
C -0.677 -1.966 -0.007 -0.89 0.32 1.28
C -1.295 -2.376 1.450 -0.60 0.32 0.44
C -2.429 -1.357 1.958 -0.22 0.78 -0.05
O -3.186 -1.886 3.104 -0.11 1.49 -0.66
C -3.992 -0.807 3.674 -0.59 -0.83 0.87
C 2.881 2.367 -1.047 0.28 -1.31 -1.58
S 3.933 1.554 0.249 4.68 -1.43 -0.49
O 5.170 2.337 0.622 -2.95 -0.56 -0.60
O 4.400 0.158 -0.192 -2.15 2.75 0.69
C -0.194 3.678 0.873 -1.03 0.71 0.64
C -0.696 2.610 1.999 0.81 0.84 -0.18
C -1.399 4.382 0.072 -1.49 0.23 0.59
C -2.850 3.676 0.283 0.98 -0.44 -0.81
O 1.311 4.329 -1.341 0.11 1.69 1.24
H 1.236 8.160 2.704 -0.64 -1.32 -0.95
H -0.272 7.382 1.922 1.77 -0.01 -0.22
H 1.203 6.339 2.292 -0.36 1.43 -0.57
H 2.676 7.724 0.652 -1.60 0.59 -0.19
H 1.207 8.898 0.327 0.69 -1.68 0.11
H 1.218 7.514 -1.648 0.05 -1.38 1.42
H -0.002 6.655 -0.593 1.75 -0.01 -0.16
H 3.309 7.112 -1.894 -0.51 -1.81 -0.03
H 4.164 5.508 -1.677 -1.67 0.57 -0.32
H 2.739 4.379 -3.513 -0.30 1.57 0.22
H 3.681 5.851 -4.075 -1.28 -0.54 0.94
H 1.181 5.603 -4.950 0.27 1.11 0.98
H 0.599 6.194 -3.316 1.38 0.09 -0.94
H 2.460 7.722 -5.115 -0.63 0.07 0.52
H 0.846 9.410 -5.241 -0.58 -1.51 0.57
H 0.000 7.803 -5.671 0.10 0.87 1.30
H -1.972 7.069 -4.227 0.13 1.17 1.56
H -3.621 7.436 -2.045 1.53 0.86 -0.29
H -3.065 9.211 -0.139 1.33 -0.22 -1.66
H -0.857 10.768 -0.445 -0.14 -1.21 -1.47
H 0.634 11.530 -2.337 0.41 -1.17 -0.19
H 3.006 5.677 1.361 -0.71 -0.47 -1.36
H 3.966 4.650 0.271 -1.57 1.12 -0.65
H 1.292 1.777 0.620 0.17 0.32 0.16
H 0.376 2.074 -2.440 -0.57 -0.27 1.57
H -1.001 1.975 -1.206 1.46 0.18 -0.12
H 0.189 -0.307 -2.107 0.35 0.93 1.39
H 1.488 0.021 -0.852 -1.43 0.34 -0.15
H -0.208 -0.043 1.006 -0.75 -0.40 -1.62
H -1.624 0.150 -0.191 1.34 -1.08 0.29
H 0.368 -2.438 -0.040 -1.52 0.78 -0.33
H -1.374 -2.388 -0.828 1.31 0.67 1.18
H -0.471 -2.354 2.261 -1.20 -0.21 -1.36
H -1.790 -3.416 1.422 0.85 1.44 0.08
H -3.181 -1.088 1.118 1.13 -0.59 1.13
H -2.004 -0.347 2.327 -0.28 -1.58 -0.82
H -4.690 -0.326 2.906 1.17 -0.46 0.83
H -4.678 -1.292 4.469 1.14 0.63 -1.24
H -3.354 -0.041 4.238 -0.74 -0.87 -1.09
H 2.705 1.553 -1.852 0.46 1.04 1.43
H 3.424 3.215 -1.605 -0.33 -1.34 1.52
H 3.224 1.330 1.447 0.03 0.59 -1.43
H 0.310 4.515 1.489 -0.91 -1.40 -1.09
H -1.355 1.786 1.574 0.84 1.13 0.65
H -1.241 3.212 2.807 0.50 -1.05 -1.03
H 0.243 2.142 2.486 -1.54 0.69 -0.79
H -1.255 4.468 -1.055 0.25 -0.19 1.52
H -1.524 5.454 0.484 0.22 -1.51 -0.77
H -2.705 2.544 0.088 -0.46 1.70 0.52
H -3.225 3.858 1.343 0.26 -0.34 -1.53
H -3.580 4.026 -0.536 0.92 -0.27 1.49
O 5.851 -5.917 -0.310 -0.42 0.66 0.13
C 5.789 -4.753 -0.646 -0.16 -0.53 0.09
O 4.773 -3.918 -0.318 0.56 -1.10 0.05
C 4.966 -2.651 -0.968 -0.34 0.92 0.00
C 6.442 -2.585 -1.274 0.42 0.38 -0.17
C 6.790 -4.039 -1.514 0.28 0.39 0.18
H 4.352 -2.627 -1.873 0.05 -0.08 0.05
H 4.650 -1.844 -0.305 -0.09 -0.34 -0.12
H 6.678 -1.931 -2.115 -0.13 -0.03 0.10
H 6.986 -2.216 -0.398 -0.10 0.04 -0.09
H 6.630 -4.328 -2.556 0.02 -0.04 0.06
H 7.811 -4.264 -1.203 -0.13 -0.31 -0.15
O -2.374 -8.654 0.967 0.23 0.66 -0.15
C -1.563 -7.882 1.415 -0.29 -0.67 -0.33
O -1.126 -6.776 0.759 -0.48 -0.52 0.06
C -0.092 -6.146 1.526 0.51 0.56 0.04
C -0.301 -6.624 2.943 0.17 0.18 0.60
C -0.860 -8.016 2.739 0.00 0.38 0.38
H 0.878 -6.453 1.123 -0.07 0.01 -0.02
H -0.182 -5.061 1.444 -0.06 -0.18 -0.23
H 0.609 -6.600 3.544 -0.05 0.06 -0.12
H -1.049 -5.997 3.439 0.10 -0.02 -0.06
H -0.069 -8.764 2.648 -0.13 -0.08 0.01
H -1.559 -8.288 3.529 0.07 -0.31 -0.22
O -8.420 -6.182 -0.131 0.67 -0.11 0.48
C -7.279 -6.568 -0.142 -0.91 0.50 -0.27
O -6.396 -6.363 0.872 -0.58 0.02 -0.16
C -5.105 -6.853 0.486 0.68 -0.07 0.20
C -5.374 -7.861 -0.606 0.33 -0.48 -0.34
C -6.608 -7.296 -1.276 0.28 -0.45 0.08
H -4.503 -6.010 0.135 -0.04 -0.03 0.02
H -4.612 -7.306 1.346 -0.17 0.19 0.00
H -4.529 -7.997 -1.283 -0.01 0.04 0.18
H -5.609 -8.834 -0.163 0.09 0.10 -0.02
H -6.354 -6.578 -2.059 -0.16 -0.02 0.00
H -7.249 -8.085 -1.670 -0.13 0.34 -0.12
O 5.519 -4.832 -4.656 0.40 -0.59 -0.38
C 5.747 -6.014 -4.593 -0.58 0.74 0.03
O 6.252 -6.748 -5.622 -0.05 0.52 0.14
C 6.295 -8.129 -5.244 0.09 -0.53 -0.13
C 6.299 -8.127 -3.734 0.14 -0.49 0.56
C 5.480 -6.898 -3.405 0.47 -0.22 0.15
H 5.416 -8.631 -5.657 0.03 0.04 0.03
H 7.193 -8.595 -5.655 -0.11 0.21 -0.15
H 5.902 -9.047 -3.302 0.11 0.08 -0.20
H 7.322 -7.995 -3.366 -0.08 0.01 -0.05
H 4.411 -7.122 -3.360 -0.01 0.16 0.03
H 5.815 -6.428 -2.480 -0.38 -0.04 -0.18
O 4.596 -10.859 -3.215 -0.80 -0.33 0.25
C 3.751 -10.706 -2.369 0.61 0.18 -0.64
O 2.498 -11.232 -2.442 0.52 -0.02 -0.18
C 1.723 -10.766 -1.331 -0.54 0.00 0.23
C 2.733 -10.364 -0.282 -0.01 0.12 0.63
C 3.899 -9.883 -1.119 -0.09 -0.18 0.46
H 1.109 -9.923 -1.663 0.04 -0.05 -0.01
H 1.066 -11.565 -0.981 0.06 0.01 -0.28
H 2.354 -9.614 0.415 -0.03 -0.07 -0.09
H 3.035 -11.241 0.299 -0.07 0.08 -0.04
H 3.807 -8.825 -1.376 0.17 -0.03 -0.01
H 4.853 -10.079 -0.630 0.06 0.25 -0.30
O -7.292 -4.044 6.957 0.35 -0.24 -0.66
C -7.260 -3.971 5.754 0.04 0.22 0.97
O -6.219 -4.403 4.993 -0.32 0.01 0.53
C -6.462 -4.066 3.621 0.29 0.01 -0.61
C -7.958 -3.891 3.513 -0.45 0.00 -0.46
C -8.324 -3.359 4.883 -0.23 -0.23 -0.44
H -5.917 -3.147 3.386 0.02 -0.07 0.04
H -6.098 -4.867 2.976 0.08 0.06 0.23
H -8.257 -3.235 2.694 0.10 -0.10 0.02
H -8.436 -4.863 3.358 0.07 0.10 -0.06
H -8.242 -2.270 4.933 -0.06 -0.05 0.14
H -9.318 -3.685 5.189 0.13 0.26 0.25
O -2.556 7.925 2.218 0.30 0.18 0.74
C -2.231 8.692 3.087 -0.58 -0.63 -0.70
O -1.633 8.320 4.251 -0.15 -0.04 -0.41
C -1.487 9.465 5.097 0.19 0.06 0.44
C -1.532 10.655 4.168 0.16 0.67 0.02
C -2.462 10.179 3.073 0.38 0.41 0.10
H -2.307 9.470 5.821 0.02 -0.02 -0.04
H -0.540 9.403 5.637 -0.12 -0.24 -0.07
H -1.865 11.572 4.658 0.05 -0.10 0.04
H -0.537 10.838 3.750 -0.09 -0.03 0.07
H -3.510 10.379 3.312 0.01 -0.05 -0.15
H -2.198 10.608 2.106 -0.31 -0.19 -0.04